[1]
Molecular formula: C5H7BrN2S
Method: DFT, wB97M-V/def2-TZVPD

Properties
HOMO-LUMO gap (alpha / beta), eV: 7.934 / 7.931
Multiplicity: 1

```
16
Properties=species:S:1:pos:R:3:forces:R:3:mulliken_charge:R:1
Br 4.330926 1.827203 0.554520 -0.13 -0.35 0.09 -0.248
S 2.494495 -1.306230 0.119200 -0.46 -0.68 -2.68 -0.311
N -3.117775 2.740779 0.460774 -0.82 1.67 0.60 -0.400
N 0.410107 -1.240614 0.164226 1.67 -0.13 -1.28 -0.120
C -2.580875 1.799691 0.130096 1.67 -1.70 -1.44 0.068
C -0.376229 -1.841233 0.854383 -1.39 -0.20 0.37 -0.266
C 0.210821 -0.462882 -1.002838 -3.12 1.38 0.59 -0.356
C -2.052517 0.438793 -0.243365 -0.24 2.26 1.70 -0.068
C -0.911322 0.289722 -1.148538 2.67 1.29 -1.03 -0.028
H 2.712402 -1.165196 1.341581 0.22 0.16 3.11 0.178
H 3.664078 0.525943 0.546634 0.21 0.66 -0.21 0.155
H -1.819465 0.104534 0.749013 -0.08 -1.16 0.30 0.128
H -0.765154 1.108168 -1.897150 -0.56 -1.17 0.12 0.280
H -2.962375 0.065619 -0.612710 -0.97 -1.62 -0.51 0.235
H -0.214263 -2.442156 1.713683 0.57 -0.40 0.56 0.283
H 0.977148 -0.442144 -1.729511 0.75 -0.02 -0.30 0.469
```
Forces are in eV/Å.



[2]
Molecular formula: C5H7BrN4O2
Method: DFT, wB97M-V/def2-TZVPD

Properties
HOMO-LUMO gap (alpha / beta), eV: 8.342 / 8.342
Structure (SMILES): CNc1c([N+](=O)[O-])c(Br)nn1C
Multiplicity: 1

```
19
Properties=species:S:1:pos:R:3:forces:R:3:mulliken_charge:R:1
Br 3.944391 -0.829335 0.015413 0.28 0.19 -0.02 -0.102
O 0.929800 2.804733 -0.454566 0.52 1.73 -0.16 -0.696
O 3.024547 2.093564 -0.172992 -0.72 1.81 -0.14 -0.588
N -1.321685 0.539606 -0.152501 -1.20 -1.96 -1.31 -0.172
N 0.088193 -1.417504 -0.175612 -1.42 2.87 0.00 0.675
N 1.410429 -1.665155 -0.142084 0.98 -1.15 -0.06 -0.993
N 1.804781 2.006632 -0.231339 0.12 -4.66 0.19 1.018
C -1.640621 1.731874 0.516861 -1.04 0.19 2.25 -0.793
C 2.104134 -0.547748 -0.087136 0.17 -1.66 -0.01 -0.048
C -0.174075 -0.063590 -0.103392 7.49 0.42 -0.32 0.157
C 1.380635 0.612253 -0.097445 -5.28 -0.76 0.19 0.421
C -0.920645 -2.513645 -0.190724 2.20 0.30 0.51 -1.029
H -1.972255 -0.197830 -0.312507 -1.57 0.25 0.06 0.168
H -0.845390 2.403115 0.258754 0.14 0.60 0.65 0.323
H -1.735277 -2.381450 -0.833150 -1.06 0.69 -1.05 0.346
H -1.780655 1.493861 1.644964 0.44 0.90 -1.62 0.260
H -0.492909 -3.470307 -0.405555 0.99 -0.17 -0.89 0.352
H -1.229496 -2.733585 0.783468 -0.93 0.40 1.78 0.384
H -2.573894 2.134505 0.139544 -0.12 0.00 -0.06 0.317
```
Forces are in eV/Å.



[3]
Molecular formula: C5H7BrS
Method: DFT, wB97M-V/def2-TZVPD

Properties
HOMO-LUMO gap, eV: 8.256
Multiplicity: 1

```
14
Properties=species:S:1:pos:R:3:forces:R:3:mulliken_charge:R:1
Br -3.762139 -0.582734 -0.498698 0.13 -0.10 0.44 -0.114
S -2.191529 1.714805 0.472016 -0.36 0.42 -0.18 -0.020
C 0.324201 -0.949363 0.871165 -1.19 -1.23 1.55 -0.090
C 1.353234 0.429342 -0.882369 2.07 -0.08 -0.68 -0.960
C 1.565582 -0.702337 0.130907 -2.21 2.09 0.05 -0.466
C -0.619133 -1.318610 1.548629 1.81 0.95 -1.45 -0.277
C -2.154356 0.405712 -0.581500 0.12 0.39 -0.71 -0.118
H 1.328819 1.445654 -0.533530 -1.11 0.31 1.05 0.201
H -1.493688 -1.548888 2.081668 -0.45 -0.18 0.33 0.448
H 2.351240 0.621730 -1.434816 -1.73 -1.24 -0.20 0.292
H 1.768551 -1.539082 -0.437655 0.62 -2.00 -1.04 0.248
H 0.437987 0.084662 -1.390225 0.70 0.96 -0.73 0.351
H -1.242193 2.469831 -0.154075 0.05 -0.61 0.36 0.153
H 2.333427 -0.530725 0.808484 1.56 0.33 1.22 0.353
```
Forces are in eV/Å.



[4]
Molecular formula: C5H7Cl
Method: DFT, wB97M-V/def2-TZVPD

Properties
HOMO-LUMO gap, eV: 9.851
Structure (SMILES): ClC1=CCCC1
Multiplicity: 1

```
13
Properties=species:S:1:pos:R:3:forces:R:3:mulliken_charge:R:1
Cl -2.990614 0.083671 0.078593 -0.77 -0.14 -0.48 -0.200
C 0.979315 -0.655208 -0.023692 0.31 0.59 0.79 -0.651
C -1.318114 0.101296 -0.139327 2.98 2.36 0.73 0.235
C -0.471876 -1.122717 -0.020789 -1.12 0.15 -1.06 -0.478
C 0.908755 0.928161 0.200851 0.35 -1.98 -1.83 -0.513
C -0.516960 1.194233 -0.171395 -1.40 -0.17 0.23 -0.443
H -0.827030 -1.638881 -0.935153 0.70 -0.92 0.80 0.292
H -0.881609 2.175577 -0.420877 -0.15 0.34 0.36 0.395
H 1.599866 1.348873 -0.533633 0.09 0.43 0.39 0.246
H -0.745964 -1.553828 0.911021 -0.23 -1.30 0.54 0.293
H 1.492604 -0.906671 -0.952046 -0.13 0.17 -0.02 0.278
H 1.215202 1.178153 1.215685 -0.30 0.32 -0.03 0.283
H 1.556424 -1.132655 0.790761 -0.33 0.15 -0.42 0.262
```
Forces are in eV/Å.



[5]
Molecular formula: C5H7Cl
Method: DFT, wB97M-V/def2-TZVPD

Properties
HOMO-LUMO gap, eV: 10.066
Structure (SMILES): ClC1=CCCC1
Multiplicity: 1

```
13
Properties=species:S:1:pos:R:3:forces:R:3:mulliken_charge:R:1
Cl 1.244090 -1.359524 -2.366959 0.02 -0.23 -0.45 -0.209
C -0.923914 0.563499 0.445713 0.24 0.44 -0.15 -0.538
C -0.535871 0.340671 -1.041859 -0.62 0.05 -0.08 -0.507
C 0.573556 -0.646628 -0.967290 0.99 0.46 1.50 0.263
C 0.314172 0.061993 1.255809 -0.03 0.73 0.26 -0.488
C 1.091893 -0.775948 0.263427 -1.28 -0.01 -0.65 -0.534
H -0.077435 -0.468184 2.135208 0.61 -0.03 -0.11 0.294
H -1.078824 1.642123 0.644263 -0.23 -0.65 -0.06 0.243
H -0.242815 1.258252 -1.576195 0.05 -0.22 0.24 0.267
H 0.943054 0.935812 1.610746 -0.65 -0.96 -0.25 0.224
H -1.849751 -0.006752 0.715210 0.86 0.50 -0.25 0.284
H 1.890345 -1.449356 0.487570 0.44 -0.12 0.25 0.429
H -1.348499 -0.095959 -1.605643 -0.40 0.03 -0.24 0.270
```
Forces are in eV/Å.



[6]
Molecular formula: C5H7Cl
Method: DFT, wB97M-V/def2-TZVPD

Properties
HOMO-LUMO gap, eV: 10.541
Structure (SMILES): C=CC/C=C/Cl
Multiplicity: 1

```
13
Properties=species:S:1:pos:R:3:forces:R:3:mulliken_charge:R:1
Cl 3.392713 0.381713 -0.152443 0.50 0.14 0.22 -0.197
C -0.434169 -0.980375 -0.084982 1.14 0.96 0.04 -0.404
C -1.490033 0.041364 -0.101773 -1.15 1.61 -0.69 -0.078
C -1.244779 1.344581 0.031703 0.67 -0.12 1.60 -0.788
C 1.923337 -0.360546 0.371250 0.80 -0.18 2.02 -0.172
C 0.910485 -0.364967 -0.446376 -1.78 -1.05 0.70 -0.457
H -2.533261 -0.232720 -0.359870 0.79 -0.10 0.11 0.295
H 1.926003 -0.710438 1.456006 0.03 0.27 -1.80 0.287
H -2.048450 2.040923 -0.010440 -0.51 0.48 -0.15 0.294
H -0.325199 -1.347776 0.912052 -0.13 -0.89 0.66 0.262
H -0.308808 1.742356 0.505350 -0.66 -0.49 -1.07 0.246
H -0.736116 -1.732240 -0.776403 0.15 -0.99 -0.39 0.280
H 0.968273 0.178129 -1.344070 0.16 0.35 -1.26 0.431
```
Forces are in eV/Å.



Short version: ΔE to the lowest compared entry with this formula, charge and spin = 3.424, 1.842, 4.210, 0.506, 0.000, 1.201 eV, in the order given.